Molecular formula: CH29O17
Method: DFT, ωB97M-V/def2-TZVPD

The geometry in XYZ format:
```
47
Properties=species:S:1:pos:R:3:forces:R:3:mulliken_charge:R:1
C 23.731 5.791 -12.039 -0.271 0.777 0.416 0.503
O 23.338 5.264 -11.012 -0.927 -1.665 3.209 -0.680
O 22.973 5.518 -13.083 -0.383 0.680 -2.431 0.485
O 24.654 6.577 -12.125 0.842 1.155 -0.848 -0.118
H 22.288 4.953 -12.736 -0.602 -0.932 -0.210 -0.197
O 24.199 8.728 -10.279 0.627 -0.357 0.715 -0.780
H 24.942 8.149 -10.033 -0.179 0.371 0.000 0.373
H 23.760 8.177 -10.932 -0.276 0.274 -0.504 0.388
O 21.899 2.877 -13.013 0.892 0.096 -0.667 -0.647
H 21.281 2.813 -13.750 -0.248 -0.002 0.214 0.252
H 21.406 2.627 -12.241 -0.671 -0.217 0.437 0.265
O 23.972 6.201 -8.474 -0.064 -0.460 0.220 -0.695
H 23.784 7.109 -8.686 -0.189 0.745 0.006 0.361
H 23.817 5.765 -9.328 0.208 -0.138 0.106 0.384
O 26.038 8.611 -13.226 0.776 1.638 -0.637 -0.645
H 26.243 9.362 -12.646 -0.279 -0.582 -0.146 0.283
H 25.832 7.869 -12.680 -0.375 -0.677 0.571 0.359
O 19.276 2.987 -11.906 -1.553 -3.001 -0.505 -0.651
H 19.716 3.779 -11.782 1.717 3.162 0.671 0.395
H 19.110 2.672 -11.015 -0.172 -0.050 0.087 0.304
O 20.110 4.851 -14.493 1.116 0.005 -1.146 -0.578
H 19.449 4.874 -13.830 -1.067 0.082 1.020 0.276
H 20.501 5.733 -14.546 -0.057 -0.182 0.038 0.313
O 25.073 2.929 -13.393 0.417 -0.302 -0.922 -0.586
H 24.248 2.807 -12.966 -1.794 0.051 0.395 0.198
H 25.607 2.435 -12.792 1.165 -0.303 0.669 0.312
O 23.653 6.806 -15.603 -0.442 0.849 -0.268 -0.675
H 22.738 7.093 -15.560 -0.086 0.322 -0.149 0.275
H 23.616 5.975 -15.131 0.529 -0.738 0.025 0.342
O 22.585 8.550 -12.662 0.074 -0.034 -0.047 -0.709
H 23.006 7.816 -13.128 0.448 0.166 -0.264 0.395
H 21.669 8.294 -12.631 -0.592 0.027 0.100 0.276
O 25.794 5.361 -14.211 -0.115 -0.786 -0.241 -0.802
H 25.476 4.450 -14.032 0.615 0.470 -0.362 0.609
H 25.203 5.850 -13.632 0.549 0.616 -0.218 0.007
O 23.277 4.054 -15.521 -0.414 -0.662 1.080 -0.629
H 22.798 3.738 -14.715 0.659 0.395 -1.117 0.308
H 22.647 4.061 -16.240 -0.303 -0.017 -0.138 0.279
O 24.379 2.814 -10.546 0.469 -1.567 0.257 -0.740
H 24.364 3.720 -10.830 -0.098 0.953 0.070 0.192
H 23.501 2.467 -10.699 -0.239 0.123 0.028 0.349
O 20.716 5.341 -11.161 -0.661 0.108 -0.565 -0.789
H 20.586 6.033 -11.842 0.529 -0.529 0.875 0.254
H 21.689 5.232 -10.964 -0.168 0.473 -0.154 0.303
O 26.291 5.356 -10.553 -0.673 -1.951 1.351 -0.633
H 27.154 5.683 -10.561 2.090 0.647 -0.058 0.261
H 25.783 5.947 -11.077 -0.822 0.965 -0.963 0.250
```
Positions in Å, forces in eV/Å.

Computed properties:
total charge = -1
HOMO = -6.5122 eV
DFT total energy = -36318.908 eV
spin multiplicity = 1

***

Molecular formula: C22H32N5Ru
Method: DFT, ωB97M-V/def2-TZVPD

The geometry in XYZ format:
```
60
Properties=species:S:1:pos:R:3:forces:R:3:mulliken_charge:R:1
C 1.461 -1.966 1.049 -1.286 -1.044 0.083 0.474
C 1.972 -1.381 -0.126 -0.567 0.897 -0.627 0.711
C 0.982 -1.410 -1.134 0.236 -0.380 0.323 1.518
C -0.196 -2.088 -0.608 0.828 -1.461 0.628 -0.541
C 0.132 -2.472 0.784 0.707 -0.821 -0.695 1.455
Ru -0.715 -0.542 0.566 1.409 2.909 -1.116 0.424
C -2.942 1.279 -0.756 3.067 2.011 -3.418 0.165
C -2.489 0.801 0.445 -3.080 -1.030 2.491 0.397
H -2.652 1.377 1.381 0.644 0.414 -0.919 0.583
C -2.741 -0.618 0.801 0.778 -1.829 0.667 -1.247
H -3.275 -1.299 0.132 0.095 0.565 -0.125 0.498
H -2.882 -0.973 1.850 -0.266 0.982 -0.710 0.124
C -3.033 2.859 -0.977 -1.318 -0.611 0.172 -1.274
H -2.465 3.450 -0.246 -0.207 -0.547 0.256 0.384
H -2.698 3.288 -1.943 -0.166 -0.968 0.199 0.329
H -4.120 3.166 -0.882 1.124 -0.306 -0.031 0.352
C -2.578 0.428 -2.076 -1.522 -0.695 0.233 -0.840
H -1.606 -0.138 -2.112 -0.864 0.473 0.958 -0.003
H -3.396 -0.345 -2.320 1.111 1.105 0.371 0.349
H -2.457 1.054 -2.967 -0.546 0.281 0.324 0.434
C 3.349 -0.819 -0.260 0.277 0.228 -0.020 -1.669
H 3.614 -0.196 0.607 -0.034 -0.187 -0.209 0.314
H 4.104 -1.619 -0.327 -0.259 0.160 0.065 0.330
H 3.451 -0.198 -1.156 -0.060 -0.125 0.166 0.387
C 1.172 -0.994 -2.547 0.143 0.143 -0.274 -1.589
H 1.738 -0.059 -2.617 -0.118 -0.100 -0.056 0.211
H 1.741 -1.762 -3.098 -0.196 0.174 0.167 0.369
H 0.216 -0.860 -3.061 0.180 0.019 0.007 0.396
C -1.290 -2.716 -1.390 -0.293 -0.593 -0.353 -1.479
H -1.361 -2.267 -2.383 -0.087 -0.210 0.086 0.341
H -1.108 -3.795 -1.494 -0.119 0.213 -0.139 0.327
H -2.242 -2.570 -0.872 0.140 -0.322 -0.389 0.238
C -0.595 -3.502 1.586 0.036 -0.196 0.307 -1.879
H -1.647 -3.529 1.287 0.150 -0.130 0.123 0.390
H -0.156 -4.505 1.437 -0.202 0.326 0.091 0.314
H -0.552 -3.260 2.661 -0.070 -0.182 -0.330 0.381
C 2.214 -2.190 2.311 0.038 0.280 0.367 -1.668
H 1.528 -2.347 3.152 0.165 -0.020 -0.136 0.337
H 2.864 -3.076 2.242 -0.169 0.202 -0.036 0.367
H 2.857 -1.332 2.554 -0.084 -0.226 -0.040 0.360
C 1.620 2.341 -1.071 1.981 -0.057 2.257 0.153
C 0.369 2.241 -1.648 -0.559 -3.848 7.205 0.739
C 2.912 2.786 -1.468 -4.351 -0.584 -1.762 -1.327
C 0.435 2.664 -2.868 -4.701 0.049 -3.938 0.276
H -0.614 1.515 -1.062 3.196 2.872 -1.846 -0.431
C 2.862 3.097 -2.841 -0.674 -0.447 0.444 -0.390
H 3.758 2.918 -0.891 1.414 -0.003 1.358 0.597
C 1.640 2.958 -3.435 -1.510 1.094 -3.418 -0.617
H -0.671 2.620 -3.345 3.041 0.423 -0.121 0.027
H 3.630 3.429 -3.495 1.040 0.128 0.074 0.445
H 1.394 3.112 -4.489 1.375 0.445 -0.104 0.327
N -1.011 0.972 5.612 0.096 -0.226 -0.089 -0.706
N -0.278 0.555 4.492 -0.863 2.115 -2.090 0.806
N 0.760 1.362 4.071 -0.981 -1.745 0.061 -0.638
C 0.776 1.118 2.772 -0.063 0.113 -0.018 -0.411
N -0.257 0.313 2.378 -0.252 0.541 2.936 0.491
N -0.983 0.024 3.477 2.442 0.543 0.142 -0.455
H -1.660 0.242 5.893 0.335 0.005 0.040 0.277
H -0.397 1.301 6.352 0.105 -0.355 -0.165 0.297
H 1.517 1.560 2.076 -0.683 -0.465 0.570 0.469
```
Positions in Å, forces in eV/Å.

Computed properties:
total charge = +1
HOMO (alpha / beta) = -9.5940 / -10.7414 eV
DFT total energy = -33348.476 eV
spin multiplicity = 5

***

Molecular formula: C37H51N6O5P2RuSe
Method: DFT, ωB97M-V/def2-TZVPD

The geometry in XYZ format:
```
103
Properties=species:S:1:pos:R:3:forces:R:3:mulliken_charge:R:1
Ru 0.114 -0.330 -0.730 -0.840 -0.599 0.288 1.093
C -4.252 -0.140 0.964 -0.015 -0.058 -0.003 -0.891
N -3.452 -1.304 1.359 -0.110 0.101 0.088 0.224
C -3.858 -2.138 2.494 -0.019 -0.026 -0.045 -0.903
C -2.375 -1.582 0.646 0.061 -0.083 -0.186 0.323
O -2.091 -0.942 -0.391 0.296 -0.121 0.470 -0.372
C -1.495 -2.728 1.125 0.061 0.139 -0.131 -1.495
O -0.337 -2.803 0.321 0.012 -0.066 0.082 -0.024
C -0.221 -3.924 -0.515 0.043 0.132 0.012 -1.315
C -0.055 -3.461 -1.954 -0.027 -0.085 -0.208 0.248
O -0.044 -2.250 -2.230 0.122 0.137 0.290 -0.053
N 0.103 -4.394 -2.889 -0.019 -0.031 -0.105 0.241
C 0.278 -4.014 -4.288 -0.014 0.008 0.032 -1.011
C 0.082 -5.834 -2.642 -0.003 0.052 -0.050 -1.027
H -4.965 0.079 1.753 0.011 -0.016 0.012 0.351
H -4.787 -0.333 0.035 -0.015 -0.027 0.000 0.321
H -3.595 0.715 0.812 0.028 0.004 -0.002 0.262
H -4.822 -1.790 2.853 0.003 0.019 -0.003 0.316
H -3.143 -2.078 3.314 0.027 0.049 0.028 0.332
H -3.973 -3.182 2.198 -0.027 0.031 -0.032 0.339
H -2.063 -3.661 1.080 -0.013 -0.026 0.042 1.014
H -1.193 -2.570 2.160 0.015 -0.012 0.056 0.186
H -1.093 -4.575 -0.438 -0.020 -0.029 0.001 0.683
H 0.660 -4.499 -0.216 -0.002 -0.046 0.021 0.563
H 0.195 -2.938 -4.388 -0.013 0.013 0.020 0.192
H -0.492 -4.492 -4.894 -0.005 -0.017 0.002 0.401
H 1.256 -4.345 -4.640 0.005 -0.024 0.001 0.339
H 0.022 -6.070 -1.586 0.010 0.013 -0.001 0.398
H 0.991 -6.281 -3.044 0.014 0.006 0.014 0.355
H -0.772 -6.283 -3.150 -0.016 0.010 0.010 0.336
C 1.253 3.381 -0.068 -0.124 -0.109 0.025 -1.327
P 1.499 1.865 -1.032 0.472 0.150 -0.230 1.100
C 1.630 2.465 -2.749 -0.026 -0.006 0.063 -1.250
C 3.240 1.429 -0.648 -0.075 -0.039 -0.008 -0.804
C 3.655 0.122 -1.321 -0.080 0.010 0.036 -1.339
P 2.583 -1.271 -0.790 0.389 0.085 -0.090 0.927
C 3.056 -2.588 -1.957 -0.133 0.051 0.026 -1.338
C 3.345 -1.800 0.769 -0.123 -0.029 -0.006 -1.518
H 1.993 4.122 -0.373 -0.001 0.025 0.029 0.517
H 1.364 3.164 0.995 0.005 0.008 -0.012 0.251
H 0.248 3.766 -0.233 0.002 0.009 0.012 0.381
H 2.469 3.158 -2.833 -0.023 0.020 -0.030 0.563
H 0.708 2.980 -3.023 0.059 0.017 0.009 0.359
H 1.766 1.629 -3.435 0.004 0.006 0.000 0.338
H 3.325 1.345 0.440 0.009 0.025 0.008 -0.035
H 3.878 2.256 -0.964 0.064 0.002 0.041 0.679
H 4.690 -0.128 -1.077 0.032 0.001 -0.051 0.618
H 3.585 0.205 -2.409 0.015 0.004 -0.002 0.423
H 4.142 -2.614 -2.054 0.008 -0.030 0.005 0.594
H 2.601 -2.406 -2.930 0.021 -0.012 0.002 0.224
H 2.714 -3.552 -1.580 0.020 -0.012 -0.029 0.382
H 4.331 -2.218 0.561 0.020 0.027 0.016 0.564
H 2.717 -2.536 1.269 0.009 0.002 0.009 0.359
H 3.441 -0.956 1.452 -0.001 -0.009 -0.002 0.312
O -0.918 1.421 0.746 -0.111 0.122 -0.148 -0.646
C -0.455 0.829 1.737 -0.028 0.060 0.120 -0.949
N -0.615 1.147 3.035 0.013 -0.004 0.041 0.282
C 0.216 0.286 3.881 0.096 -0.108 -0.136 3.756
C 0.690 -0.750 2.806 0.000 0.064 0.087 -2.165
O 1.295 -1.763 3.053 -0.038 0.015 -0.043 -0.601
N 0.294 -0.297 1.568 -0.035 0.132 -0.321 1.707
C -0.572 -0.433 4.961 -0.059 -0.023 -0.044 -0.792
C -1.954 -0.318 5.054 0.022 0.067 0.013 -0.482
C -2.654 -1.008 6.039 -0.024 0.032 -0.030 -0.788
C -1.978 -1.820 6.933 0.003 -0.023 -0.027 -0.472
C -0.597 -1.946 6.836 0.032 0.003 0.007 -0.992
C 0.103 -1.260 5.857 0.030 -0.075 -0.006 -0.094
C 1.417 1.072 4.406 -0.066 0.064 0.039 -0.067
C 2.529 1.293 3.597 0.016 -0.021 0.006 0.587
C 3.584 2.078 4.038 -0.019 -0.006 -0.029 -1.013
C 3.535 2.661 5.298 -0.022 -0.005 -0.004 -0.663
C 2.426 2.456 6.105 -0.014 0.004 -0.005 -0.908
C 1.374 1.664 5.663 -0.005 0.014 0.017 -0.420
H -0.972 2.040 3.334 0.041 0.026 -0.030 0.378
H -2.485 0.331 4.368 -0.034 -0.032 0.012 0.464
H -3.730 -0.898 6.111 0.035 0.010 0.007 0.471
H -2.520 -2.354 7.702 0.010 0.020 -0.003 0.453
H -0.060 -2.575 7.535 -0.015 0.000 -0.030 0.429
H 1.176 -1.374 5.778 -0.021 0.033 0.028 0.540
H 2.582 0.833 2.615 0.004 0.008 0.028 -0.467
H 4.449 2.228 3.404 -0.013 -0.007 0.025 0.460
H 4.360 3.267 5.649 -0.015 -0.005 -0.007 0.426
H 2.377 2.912 7.085 0.011 -0.020 -0.014 0.434
H 0.518 1.502 6.307 0.028 0.003 -0.012 0.482
C -0.631 1.222 -6.211 -0.012 0.069 0.003 -0.938
N -1.203 2.130 -5.228 -0.011 -0.020 -0.143 0.444
C -1.471 1.855 -3.943 0.051 0.016 0.209 -0.590
Se -1.224 0.217 -3.076 0.040 -0.059 -0.378 -0.311
N -2.028 2.950 -3.401 -0.073 0.197 0.136 0.306
C -2.145 3.963 -4.352 0.028 -0.052 0.072 0.580
C -2.651 5.253 -4.294 -0.038 0.041 0.070 -0.887
C -2.597 5.990 -5.461 0.014 -0.016 -0.023 -0.505
C -2.060 5.459 -6.642 -0.003 0.014 0.017 -0.686
C -1.563 4.170 -6.696 0.010 -0.026 -0.074 -0.668
C -1.618 3.434 -5.521 0.084 -0.086 -0.016 0.697
H -0.374 0.291 -5.717 0.010 -0.027 0.041 0.172
H 0.261 1.669 -6.646 0.009 0.026 0.011 0.361
H -1.357 1.027 -6.998 -0.024 0.004 0.004 0.404
H -2.358 2.980 -2.450 -0.015 -0.057 0.003 0.143
H -3.073 5.661 -3.384 0.025 -0.010 -0.036 0.435
H -2.981 7.001 -5.466 0.005 -0.015 -0.001 0.416
H -2.035 6.073 -7.532 -0.013 -0.018 0.014 0.411
H -1.159 3.757 -7.611 -0.003 0.027 0.026 0.460
```
Positions in Å, forces in eV/Å.

Computed properties:
total charge = +2
HOMO (alpha / beta) = -12.3739 / -12.8417 eV
DFT total energy = -144870.281 eV
spin multiplicity = 6

***

Molecular formula: C20H46AuO2P4
Method: DFT, ωB97M-V/def2-TZVPD

The geometry in XYZ format:
```
73
Properties=species:S:1:pos:R:3:forces:R:3:mulliken_charge:R:1
Au 0.277 -0.914 -0.035 -0.727 1.728 0.530 1.239
P 0.562 0.308 2.156 0.969 1.261 2.311 0.476
P 2.317 -0.612 -1.078 1.931 -0.237 -0.499 0.464
P -0.149 -3.128 0.631 0.063 -1.244 0.268 0.443
H -1.566 0.127 -1.898 0.219 -0.465 0.508 0.202
C -1.775 -0.526 -1.032 -1.402 1.208 0.925 -0.659
C -1.942 0.060 0.231 -0.863 -0.665 -1.457 -0.491
H -1.830 1.146 0.358 0.351 -0.503 -0.086 0.169
C 0.437 2.128 2.243 -0.225 0.193 -0.861 -1.201
C 2.212 -0.001 2.884 0.139 -0.503 -0.524 -1.235
C -0.575 -0.195 3.494 -0.469 -0.659 -0.552 -1.129
C 2.027 -1.023 -2.824 -0.385 -0.048 0.128 -0.878
C 3.014 1.053 -0.999 -0.066 0.252 0.072 -0.840
C 3.595 -1.746 -0.433 -0.218 0.088 -0.015 -1.218
C -1.844 -3.391 1.200 0.034 0.315 0.063 -1.197
C 0.995 -3.695 1.901 0.098 0.177 0.143 -1.128
C 0.081 -4.105 -0.868 0.110 0.401 0.017 -1.452
H -2.229 -1.499 -1.254 0.362 0.283 0.110 0.449
H -2.507 -0.471 1.017 0.552 0.160 -0.413 0.424
H -0.546 2.456 1.890 0.196 -0.019 0.052 0.345
H 1.180 2.601 1.595 -0.150 -0.101 0.017 0.309
H 0.574 2.478 3.278 0.022 -0.534 -0.135 0.578
H 2.995 0.442 2.258 -0.147 -0.055 0.126 0.336
H 2.392 -1.080 2.957 0.039 0.179 0.052 0.325
H 2.285 0.432 3.892 -0.253 -0.010 -0.290 0.507
H -1.596 0.101 3.239 0.079 -0.017 0.088 0.365
H -0.303 0.289 4.441 0.198 0.033 -0.345 0.500
H -0.554 -1.279 3.639 -0.025 0.108 0.079 0.303
H 2.988 -1.067 -3.363 -0.271 0.047 0.200 0.494
H 1.378 -0.251 -3.265 0.261 -0.221 0.055 0.238
H 1.516 -1.996 -2.887 0.253 0.170 -0.188 0.211
H 3.969 1.070 -1.560 -0.419 -0.112 0.249 0.550
H 3.199 1.337 0.048 0.023 -0.078 -0.359 0.276
H 2.296 1.778 -1.415 0.221 -0.260 0.211 0.011
H 4.529 -1.596 -1.005 -0.351 -0.128 0.266 0.531
H 3.253 -2.788 -0.532 0.233 0.331 -0.037 0.303
H 3.770 -1.521 0.632 0.039 -0.080 -0.417 0.295
H -1.977 -4.476 1.324 -0.063 0.221 0.005 0.488
H -2.561 -3.010 0.460 0.145 -0.238 0.197 0.356
H -2.009 -2.883 2.160 0.005 -0.220 -0.220 0.331
H 0.852 -4.778 2.021 0.078 0.147 0.061 0.516
H 0.799 -3.190 2.858 0.024 -0.230 -0.266 0.347
H 2.030 -3.491 1.595 -0.269 -0.151 0.060 0.287
H -0.218 -5.139 -0.652 0.044 0.103 -0.065 0.644
H 1.123 -4.078 -1.215 -0.266 -0.085 0.085 0.513
H -0.555 -3.688 -1.657 0.079 -0.219 0.099 0.421
C 0.787 -5.055 -4.755 -0.460 -0.133 -0.914 0.627
C 0.827 -5.356 -6.140 -0.811 0.219 0.983 -0.792
C -0.376 -5.778 -6.736 -0.158 -0.227 0.312 -0.341
C -1.558 -5.917 -5.987 0.250 0.243 0.408 -0.601
C -1.513 -5.735 -4.589 0.121 -0.448 -0.676 -0.324
C -0.304 -5.419 -3.976 -0.541 0.398 -0.144 -0.268
O 1.675 -4.249 -4.073 1.718 0.211 -0.342 -0.400
H 2.463 -4.006 -4.614 -0.900 -0.605 0.316 0.302
H 1.730 -5.256 -6.730 -0.047 0.235 0.055 0.377
H -0.413 -5.996 -7.810 0.164 0.123 0.478 0.370
H -2.503 -6.176 -6.476 0.490 0.110 0.190 0.382
H -2.416 -5.829 -3.982 0.261 -0.248 -0.236 0.376
H -0.220 -5.343 -2.890 -0.096 0.050 -0.539 0.334
C 0.294 5.174 -1.924 0.074 -0.279 0.073 -1.264
P -0.295 3.479 -1.766 -0.428 0.736 -0.274 0.948
C -2.075 3.593 -1.479 0.112 -0.031 -0.116 -1.048
C -0.072 2.701 -3.374 -0.108 -0.008 -0.049 -1.058
O 0.392 2.696 -0.687 0.210 -0.811 0.458 -0.648
H 0.093 5.702 -0.984 0.100 -0.038 -0.242 0.359
H -0.208 5.684 -2.755 0.136 -0.070 0.198 0.427
H 1.377 5.138 -2.104 -0.241 0.167 0.037 0.360
H -2.527 4.231 -2.251 -0.056 -0.245 0.256 0.410
H -2.503 2.580 -1.525 -0.056 0.343 -0.041 0.270
H -2.264 4.029 -0.486 0.057 -0.093 -0.336 0.354
H 0.998 2.535 -3.539 -0.142 0.086 -0.061 0.345
H -0.593 1.736 -3.389 0.079 0.191 -0.095 0.238
H -0.466 3.339 -4.173 0.076 -0.202 0.053 0.450
```
Positions in Å, forces in eV/Å.

Computed properties:
total charge = +3
HOMO (alpha / beta) = -14.4678 / -14.4676 eV
DFT total energy = -66402.856 eV
spin multiplicity = 3

***

- Number 2 is which compound?
  C22H32N5Ru

***

- DFT total energy of number 2 (C22H32N5Ru)?
  -33348.476 eV

***

- The highest DFT total energy belongs to which entry?
  C22H32N5Ru